[1]
{"formula": "C50H49F6N9O7P2S4Sr", "method": "ωB97M-V with the def2-TZVPD basis set", "species": ["Sr", "C", "C", "N", "C", "C", "S", "C", "C", "S", "C", "N", "C", "H", "H", "H", "H", "H", "H", "H", "H", "C", "C", "P", "C", "C", "C", "C", "C", "C", "C", "C", "C", "C", "C", "C", "P", "C", "C", "C", "C", "C", "C", "C", "C", "C", "C", "C", "C", "H", "H", "H", "H", "H", "H", "H", "H", "H", "H", "H", "H", "H", "H", "H", "H", "H", "H", "H", "H", "H", "H", "H", "H", "N", "C", "C", "N", "C", "C", "N", "C", "C", "N", "H", "H", "H", "H", "H", "H", "F", "C", "F", "F", "S", "O", "O", "N", "S", "O", "O", "C", "F", "F", "F", "C", "C", "C", "C", "C", "C", "O", "N", "C", "O", "N", "C", "O", "H", "H", "H", "H", "H", "H", "H", "H", "H", "H", "H"], "coordinates": [[-0.046, 0.040, 0.480], [0.235, -3.591, -2.881], [1.522, -2.821, -2.771], [1.732, -1.797, -1.996], [3.000, -1.271, -2.180], [3.757, -1.950, -3.073], [2.879, -3.247, -3.736], [3.362, 0.028, -1.583], [4.447, 0.739, -1.966], [4.422, 2.282, -1.241], [2.935, 1.895, -0.488], [2.526, 0.684, -0.713], [2.215, 2.905, 0.375], [-0.593, -2.890, -2.830], [0.136, -4.305, -2.058], [0.181, -4.134, -3.823], [4.766, -1.748, -3.400], [5.227, 0.463, -2.656], [1.721, 3.655, -0.251], [2.920, 3.401, 1.036], [1.486, 2.370, 0.956], [-2.120, 0.011, 0.826], [-1.759, 0.438, -0.618], [-1.385, -1.215, -1.387], [-1.256, -2.339, 0.152], [-2.461, -2.909, 0.876], [-2.418, -4.055, 1.546], [-1.158, -4.832, 1.792], [0.094, -4.188, 1.153], [-0.124, -3.059, 0.199], [-3.131, -1.816, -1.729], [-4.310, -1.091, -1.555], [-5.548, -1.733, -1.616], [-5.623, -3.096, -1.863], [-4.458, -3.820, -2.067], [-3.227, -3.189, -1.997], [-1.844, 1.511, 1.852], [-3.489, 2.395, 1.578], [-4.693, 1.717, 1.359], [-5.869, 2.423, 1.126], [-5.872, 3.811, 1.175], [-4.705, 4.489, 1.484], [-3.520, 3.788, 1.677], [-2.636, 0.795, 3.437], [-3.082, 1.702, 4.406], [-3.901, 1.295, 5.448], [-4.309, -0.028, 5.541], [-3.852, -0.946, 4.611], [-3.012, -0.535, 3.573], [-1.494, -0.823, 1.151], [-3.136, -0.332, 0.797], [-0.934, 1.156, -0.692], [-2.644, 0.894, -1.027], [-3.412, -2.419, 0.771], [-3.338, -4.451, 1.972], [-1.313, -5.866, 1.486], [0.725, -4.941, 0.681], [0.749, -2.753, -0.377], [-4.316, -0.029, -1.377], [-6.446, -1.149, -1.459], [-6.587, -3.588, -1.899], [-4.507, -4.884, -2.263], [-2.316, -3.760, -2.117], [-4.748, 0.640, 1.390], [-6.780, 1.880, 0.907], [-6.783, 4.359, 0.966], [-4.702, 5.570, 1.556], [-2.595, 4.318, 1.863], [-2.790, 2.742, 4.323], [-4.238, 2.016, 6.182], [-4.985, -0.337, 6.330], [-4.158, -1.984, 4.673], [-2.673, -1.281, 2.880], [0.744, -4.832, 3.327], [-0.727, -4.797, 3.344], [-0.889, -3.329, 3.653], [0.026, -2.670, 3.065], [0.874, -3.697, 2.422], [2.217, -3.132, 2.158], [2.461, -2.228, 1.255], [3.794, -1.900, 1.404], [4.337, -2.617, 2.421], [3.312, -3.411, 2.899], [1.100, -5.690, 2.912], [-1.206, -5.530, 3.985], [-1.694, -2.856, 4.211], [4.242, -1.152, 0.770], [5.332, -2.653, 2.835], [3.342, -4.018, 3.699], [-2.794, 5.844, -2.580], [-2.142, 5.407, -1.510], [-0.861, 5.737, -1.614], [-2.648, 5.997, -0.424], [-2.335, 3.584, -1.349], [-1.476, 3.271, -0.195], [-3.748, 3.335, -1.276], [-1.625, 3.195, -2.680], [-1.685, 1.976, -3.645], [-0.459, 1.220, -3.582], [-2.922, 1.232, -3.654], [-1.641, 2.843, -5.262], [-1.723, 1.941, -6.236], [-0.523, 3.541, -5.417], [-2.683, 3.669, -5.360], [5.834, 0.301, 4.150], [4.895, 1.444, 4.560], [3.410, 1.120, 4.441], [2.569, 2.337, 4.982], [2.298, 3.434, 3.945], [3.004, -0.078, 5.275], [3.632, -0.559, 6.200], [1.757, -0.520, 4.921], [1.027, 0.000, 3.827], [-0.201, 0.004, 3.895], [1.709, 0.425, 2.768], [2.981, 0.853, 2.976], [3.759, 1.134, 2.070], [6.873, 0.644, 4.174], [5.600, -0.033, 3.138], [5.737, -0.537, 4.844], [5.088, 2.307, 3.919], [5.097, 1.711, 5.599], [3.120, 2.757, 5.826], [1.606, 1.973, 5.348], [3.224, 3.706, 3.423], [1.910, 4.327, 4.439], [1.580, 3.083, 3.211], [1.284, -1.176, 5.521]], "forces_ev_per_a": [[17.37, -1.18, 4.28], [0.36, -0.04, 0.03], [0.04, -0.01, -0.04], [0.13, 0.18, -0.14], [-0.54, 0.16, 0.23], [0.44, -0.18, -0.21], [-0.02, -0.11, -0.09], [-0.14, -0.42, -0.23], [0.41, 0.19, -0.01], [0.04, 0.08, -0.05], [-0.02, 0.51, 0.58], [-0.90, 0.05, -0.25], [0.49, -0.25, -0.99], [0.14, -0.14, -0.20], [-0.01, 0.01, -0.11], [0.06, -0.02, 0.00], [-0.10, 0.03, 0.07], [-0.04, -0.03, 0.02], [-0.03, -0.10, 0.06], [-0.06, -0.04, 0.10], [-0.31, 0.00, 0.49], [-4.25, 1.79, 0.45], [-4.43, -0.25, -1.70], [-2.02, -1.58, -1.90], [-0.72, -1.55, -0.93], [0.64, 0.11, -0.39], [0.10, -0.12, 0.03], [-0.01, 0.17, 0.29], [-0.23, 0.20, -0.17], [0.27, 0.30, 0.33], [0.16, 0.10, 0.14], [-0.06, -0.22, -0.12], [0.30, 0.02, -0.02], [-0.06, 0.13, 0.02], [0.11, 0.02, -0.03], [0.01, 0.31, -0.09], [-3.20, 0.57, 3.35], [0.22, 0.13, -0.37], [0.03, 0.37, -0.07], [0.28, 0.00, 0.10], [-0.05, -0.08, -0.03], [0.15, -0.11, 0.19], [-0.03, -0.29, 0.03], [-0.04, 0.33, -0.16], [0.27, -0.21, -0.12], [0.14, 0.05, -0.09], [-0.04, -0.07, 0.07], [0.20, 0.19, -0.23], [-0.27, 0.15, 0.29], [-2.80, -0.41, 1.21], [-0.38, 0.03, 0.23], [-2.05, 1.06, -1.69], [-0.22, 0.00, -0.46], [-0.21, 0.17, -0.08], [0.06, 0.03, -0.03], [0.16, -0.09, -0.01], [0.07, -0.01, -0.10], [-0.26, -0.11, 0.08], [0.10, 0.19, 0.00], [-0.02, -0.02, -0.04], [0.02, -0.01, -0.01], [0.02, 0.01, -0.02], [-0.09, -0.14, 0.02], [0.06, -0.16, -0.06], [-0.01, 0.02, 0.03], [0.03, -0.02, 0.06], [0.00, -0.01, -0.04], [-0.05, 0.07, -0.02], [-0.08, 0.06, 0.05], [0.01, 0.03, -0.02], [0.06, 0.00, 0.00], [0.00, -0.02, 0.01], [0.10, -0.16, -0.20], [0.02, -0.14, 0.11], [-0.04, 0.09, -0.19], [0.25, 0.04, 0.09], [-0.16, -0.16, -0.03], [-0.13, 0.23, 0.03], [0.12, -0.40, 0.37], [0.19, 0.25, -0.41], [-0.31, 0.08, -0.27], [0.00, -0.22, 0.15], [0.27, 0.08, -0.01], [-0.06, 0.01, -0.06], [0.01, 0.01, -0.01], [0.10, -0.02, -0.11], [0.08, -0.02, 0.14], [-0.12, 0.04, 0.00], [-0.04, -0.01, 0.08], [-0.04, 0.08, -0.04], [-0.12, -0.12, 0.02], [0.11, 0.07, 0.00], [-0.02, 0.07, 0.03], [0.83, 0.32, 0.00], [-0.71, 0.24, -1.19], [0.47, -0.25, 0.02], [0.01, 0.18, 0.15], [-0.03, -0.55, 0.08], [-0.19, -0.02, 0.00], [0.27, 0.23, 0.24], [-0.25, 0.11, 0.01], [0.04, -0.10, -0.09], [0.10, 0.05, 0.04], [0.05, 0.01, -0.02], [-0.08, 0.13, 0.10], [0.19, -0.40, -0.22], [0.00, 0.24, -0.05], [-0.06, -0.07, -0.31], [0.50, -0.13, 0.24], [-0.02, -0.07, 0.21], [-0.17, 0.18, -0.26], [-0.05, -0.23, -0.01], [-0.61, 0.03, 0.61], [0.33, -0.37, -0.18], [0.33, 0.53, -0.79], [0.25, 0.06, -0.07], [-0.20, 0.05, 0.11], [-0.08, -0.05, -0.03], [0.09, 0.03, 0.05], [0.02, 0.05, -0.08], [0.01, 0.03, 0.14], [0.00, 0.08, -0.04], [-0.06, -0.10, 0.05], [0.07, 0.09, 0.11], [-0.16, 0.03, 0.05], [-0.04, -0.05, -0.08], [-0.12, 0.07, -0.10], [-0.10, 0.05, 0.13]], "mulliken_charge": [3.355, -0.256, 0.324, 0.365, -0.263, -0.528, -0.295, -0.970, -0.588, -0.313, 0.300, 0.942, -0.405, -0.172, 0.169, 0.644, 0.456, 0.459, 0.614, 0.414, -0.608, -3.113, -2.637, 1.591, 1.792, -0.302, -1.572, -0.790, -0.545, -0.130, 0.489, -0.259, -0.935, -0.617, -0.865, -0.277, 2.170, 1.104, -1.235, -0.810, -0.768, -0.448, -0.066, 1.164, -1.046, -0.885, -0.917, -0.880, 0.090, 0.041, 0.111, 2.096, -0.108, 0.090, 0.433, 0.531, 0.681, 0.137, 0.407, 0.489, 0.406, 0.454, 0.218, 0.498, 0.430, 0.396, 0.467, 0.425, 0.435, 0.414, 0.398, 0.497, -0.465, -0.705, 0.166, -1.139, 0.279, 0.979, -1.532, 0.490, -0.523, -1.263, 0.040, 0.334, 0.575, 0.670, 0.518, 0.507, 0.277, -0.211, 0.430, -0.198, -0.188, 1.227, -0.567, -0.666, -0.555, 1.150, -0.608, -0.665, 0.433, -0.206, -0.204, -0.209, -1.077, -0.838, 2.301, -1.151, -0.719, -0.448, -0.721, 0.460, -1.285, -0.676, 1.836, -1.263, -0.834, 0.478, 0.099, 0.280, 0.362, 0.410, 0.512, 0.370, 0.173, 0.543, -0.199, 0.326], "largest_force_ev_per_a": 17.93, "e_tot_ha": -5859.47374, "e_lumo_ev": -0.39, "total_charge": 0, "multiplicity": 1, "e_above_lowest_kj_mol": 522.90, "e_homo_ev": -8.442}

---

[2]
{"formula": "C16H34BNP2Re", "method": "ωB97M-V with the def2-TZVPD basis set", "species": ["P", "P", "C", "C", "H", "H", "H", "H", "C", "H", "H", "H", "C", "H", "H", "H", "C", "H", "H", "H", "C", "H", "H", "H", "Re", "C", "C", "C", "C", "C", "C", "C", "C", "C", "H", "H", "H", "H", "H", "H", "H", "H", "H", "H", "H", "H", "H", "H", "H", "B", "C", "N", "H", "H", "H"], "coordinates": [[2.448, 4.517, 3.058], [3.508, 1.934, -0.467], [3.967, 5.350, 2.219], [3.539, 5.094, 0.774], [4.860, 4.797, 2.547], [4.061, 6.415, 2.495], [2.852, 5.874, 0.422], [4.319, 4.870, 0.060], [4.986, 2.096, 0.684], [5.859, 1.611, 0.212], [4.779, 1.536, 1.606], [5.199, 3.158, 0.885], [4.273, 2.905, -1.854], [5.036, 3.585, -1.469], [3.492, 3.517, -2.311], [4.704, 2.240, -2.621], [2.871, 3.911, 4.640], [2.413, 2.920, 4.783], [2.478, 4.596, 5.396], [3.961, 3.822, 4.722], [1.504, 6.069, 3.255], [1.006, 6.330, 2.311], [2.223, 6.864, 3.511], [0.759, 5.889, 4.041], [2.159, 3.538, 1.202], [0.423, 0.633, -3.394], [1.187, -0.453, -3.137], [2.700, -0.410, -3.038], [3.346, -0.863, -1.705], [4.168, 0.195, -1.072], [1.832, 2.051, -1.153], [1.047, 2.789, -2.211], [0.997, 2.041, -3.565], [0.213, 4.006, 1.277], [-0.682, 0.542, -3.470], [0.703, -1.412, -2.854], [3.027, 0.588, -3.317], [3.086, -1.001, -3.880], [2.563, -1.305, -1.050], [4.011, -1.714, -1.970], [5.060, -0.131, -0.506], [1.324, 1.139, -0.791], [1.391, 3.796, -2.495], [-0.005, 2.883, -1.834], [0.422, 2.563, -4.364], [2.012, 1.898, -3.983], [-0.292, 3.540, 0.409], [-0.009, 5.085, 1.289], [-0.178, 3.509, 2.198], [0.604, -0.661, 1.589], [1.236, 0.706, 1.778], [1.704, 1.790, 1.706], [-0.618, -0.573, 1.705], [1.119, -1.262, 2.503], [0.937, -1.051, 0.477]], "forces_ev_per_a": [[1.51, 4.71, 2.39], [3.57, -1.75, -5.14], [-0.09, -0.78, 0.34], [0.38, -1.13, 0.28], [-0.15, 0.24, -0.36], [-0.12, -0.49, -0.01], [-0.17, -0.01, -0.28], [0.15, 0.52, -0.20], [-0.53, 0.59, 1.97], [-0.75, 0.38, -0.33], [0.18, 0.30, -0.03], [0.05, -0.56, 0.06], [-0.03, 0.50, 0.06], [0.09, -0.18, -0.22], [0.23, -0.03, -0.12], [-0.17, 0.28, 0.46], [0.08, -0.98, 1.08], [0.19, 0.25, 0.16], [0.19, -0.13, 0.01], [-0.29, -0.02, 0.13], [-0.32, -0.26, 0.29], [0.20, 0.08, 0.50], [-0.54, -0.31, 0.24], [0.02, 0.51, -0.20], [-0.66, 0.27, -3.95], [0.00, -0.61, 0.14], [-0.70, 0.54, 0.84], [-0.55, 0.06, -0.95], [0.00, -0.66, -0.99], [-1.41, 0.15, 1.79], [-1.33, -1.03, 1.15], [-0.13, 1.07, -0.21], [0.11, -1.79, -1.01], [-1.53, 0.03, -0.58], [0.86, -0.05, 0.17], [0.29, 0.64, -0.58], [0.20, 0.11, 0.27], [0.01, -0.21, 0.37], [0.44, 0.42, -0.01], [-0.21, 0.50, 0.51], [-0.47, 0.41, -0.38], [-0.05, 0.42, -0.29], [0.11, -0.18, 0.70], [0.77, -0.12, -0.20], [0.27, 0.12, 0.98], [-0.46, 0.61, 0.29], [0.05, 0.23, 0.38], [0.03, -0.45, 0.02], [0.07, 0.60, -0.51], [-0.19, -0.12, 0.22], [-0.30, 0.26, -0.84], [0.59, -2.99, 1.24], [0.57, 0.11, 0.08], [-0.11, -0.32, 0.00], [0.04, 0.25, 0.28]], "mulliken_charge": [0.894, 2.045, -0.942, -0.942, 0.331, 0.536, 0.515, 0.487, -1.348, 0.627, 0.400, 0.443, -1.533, 0.585, 0.404, 0.416, -1.204, 0.379, 0.453, 0.416, -1.453, 0.372, 0.439, 0.425, 0.763, -0.492, -0.334, -0.278, -0.759, -0.993, -0.905, -0.639, -0.913, -1.284, 0.384, 0.387, -0.139, 0.553, 0.185, 0.431, 0.397, 0.403, 0.358, 0.326, 0.474, 0.328, 0.214, 0.363, 0.541, 0.153, 0.314, -0.515, -0.012, 0.009, -0.065], "largest_force_ev_per_a": 6.50, "e_tot_ha": -1469.66293, "e_lumo_ev": [-8.75, -9.11], "total_charge": 2, "multiplicity": 4, "e_above_lowest_kj_mol": 78.50, "s_squared": 3.773, "e_homo_ev": [-14.616, -14.736]}